Entry 1:
{
  "formula": "C5H10O2",
  "method": "the ωB97M-V functional and the def2-TZVPD basis",
  "symbols": ["C", "C", "O", "C", "C", "C", "O", "H", "H", "H", "H", "H", "H", "H", "H", "H", "H"],
  "coordinates": [[-0.81, 1.05, -1.65], [-0.79, 0.20, -0.37], [-0.32, -1.07, -0.82], [0.17, -1.83, 0.27], [0.67, -0.79, 1.28], [0.30, 0.60, 0.82], [1.09, 1.63, 0.37], [-1.49, 0.60, -2.39], [0.17, 1.09, -2.14], [-1.17, 2.07, -1.46], [-1.81, 0.10, 0.01], [0.96, -2.49, -0.09], [-0.64, -2.44, 0.70], [0.15, -0.92, 2.23], [1.73, -0.67, 1.54], [1.01, 0.93, 2.18], [0.77, 1.96, -0.48]],
  "total_energy_ha": -346.81258,
  "lumo_ev": 0.753
}

Entry 2:
{
  "formula": "C35H37AuBrN4O4",
  "method": "the ωB97M-V functional and the def2-TZVPD basis",
  "symbols": ["Au", "C", "C", "C", "C", "C", "C", "C", "Br", "C", "O", "C", "C", "C", "C", "C", "C", "H", "H", "H", "H", "H", "H", "H", "H", "H", "H", "H", "H", "H", "H", "H", "H", "H", "H", "H", "H", "O", "C", "N", "C", "C", "O", "N", "C", "C", "C", "C", "C", "C", "C", "C", "C", "C", "C", "C", "H", "H", "H", "H", "H", "H", "H", "H", "H", "H", "H", "N", "C", "O", "C", "C", "C", "C", "N", "C", "H", "H", "H", "H", "H", "H"],
  "coordinates": [[0.01, -1.46, -1.42], [5.09, -1.01, 4.03], [5.06, -2.31, 3.21], [5.19, -3.50, 4.17], [6.26, -2.31, 2.27], [3.74, -2.42, 2.44], [3.68, -2.62, 1.06], [2.45, -2.73, 0.44], [2.42, -2.98, -1.45], [1.19, -2.66, 1.09], [0.08, -2.82, 0.44], [1.26, -2.42, 2.49], [2.51, -2.34, 3.10], [0.02, -2.25, 3.40], [0.20, -1.00, 4.28], [-0.11, -3.49, 4.31], [-1.31, -2.08, 2.65], [6.04, -0.92, 4.57], [4.28, -0.97, 4.76], [4.99, -0.14, 3.36], [6.13, -3.44, 4.74], [5.18, -4.44, 3.61], [4.37, -3.53, 4.89], [7.18, -2.18, 2.86], [6.20, -1.48, 1.55], [6.34, -3.25, 1.72], [4.58, -2.67, 0.46], [2.54, -2.19, 4.18], [1.00, -1.11, 5.01], [-0.73, -0.81, 4.84], [0.41, -0.13, 3.67], [0.80, -3.64, 4.91], [-0.26, -4.39, 3.70], [-0.96, -3.38, 4.99], [-1.27, -1.24, 1.95], [-2.09, -1.88, 3.39], [-1.57, -2.97, 2.08], [2.04, 1.11, -0.67], [1.06, 1.46, -1.29], [0.73, 2.78, -1.56], [-0.55, 2.91, -2.21], [-0.86, 1.39, -2.44], [-1.86, 1.01, -3.07], [0.09, 0.63, -1.87], [-1.62, 3.56, -1.30], [-1.24, 4.44, -0.29], [-2.18, 5.04, 0.53], [-3.53, 4.77, 0.36], [-3.92, 3.89, -0.64], [-2.98, 3.29, -1.46], [-0.47, 3.65, -3.56], [-1.61, 3.84, -4.34], [-1.53, 4.47, -5.57], [-0.31, 4.94, -6.05], [0.83, 4.76, -5.27], [0.75, 4.12, -4.04], [1.23, 3.52, -1.11], [-0.19, 4.66, -0.11], [-1.86, 5.72, 1.31], [-4.27, 5.23, 1.01], [-4.97, 3.65, -0.77], [-3.29, 2.57, -2.20], [-2.56, 3.49, -3.98], [-2.43, 4.61, -6.16], [-0.25, 5.43, -7.01], [1.79, 5.11, -5.63], [1.65, 3.96, -3.46], [-4.35, 0.47, -3.75], [-5.00, -0.67, -3.42], [-6.17, -0.90, -3.72], [-4.19, -1.63, -2.61], [-4.77, -2.33, -1.57], [-3.96, -3.13, -0.77], [-2.60, -3.20, -1.05], [-2.05, -2.55, -2.09], [-2.84, -1.81, -2.86], [-4.84, 1.15, -4.30], [-3.42, 0.68, -3.40], [-5.83, -2.22, -1.38], [-4.36, -3.66, 0.08], [-1.91, -3.75, -0.41], [-2.35, -1.29, -3.67]],
  "total_charge": -1,
  "total_energy_ha": -4585.78562,
  "lumo_ev": 2.497
}

Entry 3:
{
  "formula": "C5H12NO2PS",
  "method": "the ωB97M-V functional and the def2-TZVPD basis",
  "symbols": ["C", "C", "C", "C", "C", "N", "O", "O", "P", "S", "H", "H", "H", "H", "H", "H", "H", "H", "H", "H", "H", "H"],
  "coordinates": [[-1.55, 0.97, 0.15], [-0.30, -0.57, 1.81], [-0.89, -1.17, -0.48], [2.83, -0.84, -0.84], [-0.92, -0.10, 0.51], [1.84, 0.02, -1.33], [-1.57, 2.14, 0.84], [1.87, 1.21, 0.91], [-1.99, 1.28, -1.67], [1.23, 1.16, -0.41], [0.03, -1.67, 1.70], [0.68, -0.10, 2.06], [-0.84, -0.26, 2.76], [-0.05, -1.86, -0.33], [-0.72, -0.63, -1.42], [-1.81, -1.76, -0.49], [2.94, -0.66, 0.26], [2.49, -1.86, -1.10], [3.69, -0.52, -1.40], [-0.99, 2.26, 1.58], [-3.08, 0.53, -1.75], [-2.87, 2.45, -1.35]],
  "total_energy_ha": -1142.35333,
  "lumo_ev": -0.064
}